(1)
The following is a DFT calculation (wB97M-V/def2-TZVPD) of a 2-piece molecular cluster, C6H13N2O5S2 overall.

XYZ file:
```
28
Properties=species:S:1:pos:R:3:forces:R:3
C -0.2690 -2.2327 1.2693 -0.43 1.63 -1.75
C -2.3332 -1.8862 2.2203 2.46 -3.28 3.03
C 0.7826 -1.4917 0.5566 0.37 1.25 -3.77
C -1.8071 1.5052 -2.2513 -0.83 -3.68 0.32
C -0.7154 -0.0665 -0.7638 0.00 2.86 2.51
C -0.4935 1.1444 -1.6361 0.61 -2.28 -3.21
N 0.5902 -0.5675 -0.3680 -1.35 -2.30 2.14
N -1.4799 -1.4479 1.4468 1.62 -0.48 -1.39
O 4.0208 1.9935 0.7015 -1.64 -1.74 0.06
O 2.6091 0.8834 -1.1173 0.49 0.31 0.30
O 3.1738 -0.3514 1.4188 0.51 -2.39 -0.50
O 1.8273 1.6419 1.1964 0.42 -0.31 -0.38
O 0.1483 2.1737 -1.0260 1.82 0.51 0.18
S 2.6039 2.0289 -0.2306 0.53 2.18 -1.00
S 3.2161 0.9803 1.8477 0.75 2.85 1.62
H -0.3791 -3.1040 0.6428 -0.52 -0.64 -0.45
H 0.2076 -2.5941 2.1063 0.62 -0.84 2.57
H -2.1618 -2.7201 2.9975 -0.25 0.60 -1.53
H -3.1024 -1.3016 2.4348 -3.86 2.32 0.53
H 1.7882 -1.8976 0.5026 0.07 0.26 0.80
H -2.5892 1.5352 -1.5193 -0.47 -0.06 0.91
H -1.9769 2.3389 -2.8015 0.54 2.72 -1.81
H -2.0871 0.6292 -2.8878 0.07 0.73 0.26
H -1.1906 0.2813 0.1943 0.08 -0.33 -1.14
H -1.3924 -0.7210 -1.2330 -0.33 -1.40 -0.44
H 0.2345 0.8054 -2.3947 -0.45 0.15 -0.34
H 1.3370 -0.0048 -0.7895 0.80 -0.87 0.00
H -0.5618 2.4458 -0.5169 -1.63 2.23 2.49
```
Forces are in eV/Å.

Summary:
- Multiplicity: 1
- Energy above the lowest of the compared OMol25 structures with the same formula, charge and spin: 1.812 eV
- Gap between HOMO and LUMO: 0.35800 Eh
- Total charge: +1

(2)
The following is a DFT calculation (wB97M-V/def2-TZVPD) of a 11-piece molecular cluster, C37H50ClN2O31 overall.

XYZ file:
```
121
Properties=species:S:1:pos:R:3:forces:R:3
O -0.5759 1.1124 3.5041 0.87 0.51 -4.35
C -0.6360 1.0340 2.0427 -0.99 0.47 -3.69
C -1.9840 1.2320 1.1564 4.47 -0.92 -0.96
C -1.7558 1.1192 -0.4198 -0.50 -0.04 0.56
N -0.5573 0.8638 -1.2187 -3.12 1.12 5.79
N 0.4940 0.7483 -0.3947 1.73 -0.23 2.54
C 1.8177 0.5310 -1.1671 0.84 0.40 -1.25
C 1.8733 -0.9184 -1.9422 0.32 -0.24 0.10
C 1.3335 -2.1913 -1.0551 1.58 -0.85 -0.59
Cl -0.5167 -2.5106 -1.2630 1.71 0.58 0.35
C 0.6103 0.7895 1.0546 -2.28 0.25 0.81
H 0.2441 1.6299 3.7754 -1.17 -0.93 -0.62
H -3.0444 1.4286 1.6057 2.32 -0.43 -1.02
H -2.7397 1.2778 -1.0815 2.56 -0.41 1.64
H 2.7248 0.7086 -0.4473 -1.97 -0.59 -1.21
H 1.8710 1.4011 -1.9787 -0.28 -1.90 1.82
H 3.0204 -1.0974 -2.2195 -2.50 0.26 0.83
H 1.3025 -0.8895 -2.9670 0.92 0.10 2.19
H 1.8596 -3.1725 -1.4837 -1.27 2.34 1.00
H 1.6026 -2.1401 0.0890 -0.78 0.09 -2.31
H 1.6691 0.6228 1.5593 -2.36 0.43 -1.62
C -5.7738 3.6201 -2.6207 -1.42 -0.21 -0.12
C -5.1140 4.4552 -3.6696 -0.59 0.25 -1.12
O -3.9444 4.9230 -3.0250 0.60 -0.65 1.21
C -3.6628 4.0393 -2.0234 1.57 0.28 0.61
O -2.6304 4.0406 -1.3738 -1.95 -0.15 -1.08
O -4.6862 3.1538 -1.8444 1.25 0.41 0.20
H -6.3335 2.7827 -3.0462 0.19 0.05 0.22
H -6.4411 4.2050 -1.9790 0.08 -0.11 -0.04
H -4.8235 3.8700 -4.5485 0.00 0.07 0.09
H -5.7408 5.2916 -3.9909 0.27 -0.06 0.09
C 3.1237 -6.5030 -2.9464 -0.74 -1.16 -0.64
C 4.5788 -6.7481 -2.7104 0.53 -1.33 -0.21
O 5.1154 -5.4432 -2.6030 -0.91 1.46 0.43
C 4.0911 -4.6226 -2.2274 0.65 1.24 0.34
O 4.2308 -3.4621 -1.8790 -0.42 -1.92 -0.61
O 2.8911 -5.2702 -2.2915 0.84 1.15 0.41
H 2.4948 -7.2913 -2.5237 0.06 0.27 -0.04
H 2.8857 -6.3891 -4.0092 0.09 -0.05 0.10
H 4.7660 -7.2856 -1.7748 -0.03 0.06 -0.10
H 5.0478 -7.2939 -3.5338 -0.08 0.26 0.22
C 6.2425 -8.8391 -6.7257 0.47 0.64 -0.74
C 6.3589 -10.3287 -6.7030 0.65 -0.61 -0.88
O 5.8998 -10.6713 -5.4091 -0.76 0.85 0.72
C 5.0938 -9.6519 -4.9912 -1.13 -0.42 1.54
O 4.3945 -9.6919 -3.9926 1.42 0.26 -1.92
O 5.1716 -8.5829 -5.8366 -0.28 -0.58 0.87
H 6.0178 -8.4541 -7.7242 -0.11 0.04 0.26
H 7.1425 -8.3434 -6.3471 -0.05 -0.04 0.00
H 5.7141 -10.8099 -7.4460 0.06 0.05 0.09
H 7.3876 -10.6680 -6.8521 -0.35 -0.12 0.18
C -5.6874 5.5353 0.7147 0.57 0.81 -0.69
C -5.2122 5.0722 2.0536 1.21 0.33 0.47
O -6.3983 4.6272 2.6839 -0.79 -0.19 -0.77
C -7.2811 4.3125 1.6913 -2.46 -1.27 0.26
O -8.3421 3.7379 1.8699 2.52 1.31 -0.34
O -6.8214 4.7236 0.4735 -0.48 -0.53 0.75
H -4.9355 5.3927 -0.0662 -0.21 -0.01 0.09
H -5.9991 6.5850 0.7216 0.05 -0.11 0.02
H -4.5132 4.2322 1.9817 -0.04 0.07 -0.02
H -4.7446 5.8753 2.6298 -0.13 -0.22 0.02
C -7.6169 4.0065 6.7293 -1.11 -0.46 -0.14
C -6.5814 3.8861 5.6587 -0.43 -0.77 -1.08
O -5.6383 4.8826 6.0046 0.24 0.58 1.13
C -5.7753 5.1111 7.3435 0.89 0.89 1.12
O -5.0078 5.7860 8.0091 -1.43 -1.28 -1.39
O -6.8821 4.4852 7.8401 1.27 0.69 -0.07
H -8.0896 3.0481 6.9611 0.12 0.23 0.14
H -8.3945 4.7357 6.4790 0.09 -0.06 0.03
H -6.0839 2.9105 5.6659 -0.01 0.08 0.05
H -6.9907 4.0689 4.6613 0.26 0.02 0.37
C 11.4419 -10.6441 -8.3203 0.58 0.68 -0.74
C 11.9171 -11.1072 -6.9814 1.09 0.16 0.46
O 10.7310 -11.5523 -6.3511 -0.90 -0.22 -0.58
C 9.8482 -11.8669 -7.3437 -1.92 -1.24 0.37
O 8.7872 -12.4415 -7.1651 2.31 1.32 -0.41
O 10.3079 -11.4558 -8.5615 -0.53 -0.45 0.78
H 12.1938 -10.7867 -9.1013 -0.27 -0.04 0.04
H 11.1302 -9.5944 -8.3135 0.02 -0.08 0.01
H 12.6161 -11.9472 -7.0533 -0.08 0.07 0.00
H 12.3847 -10.3041 -6.4052 -0.19 -0.20 0.04
C -2.9474 7.8746 6.1839 -0.52 0.38 1.09
C -2.4177 6.4851 6.0370 0.10 -0.85 1.11
O -2.3897 6.2940 4.6353 0.00 0.75 -0.92
C -2.3218 7.5334 4.0670 0.40 0.69 -1.89
O -2.1126 7.7376 2.8829 -0.50 -0.56 2.31
O -2.5176 8.5138 4.9966 0.35 -0.71 -1.16
H -2.5454 8.3825 7.0649 -0.05 0.04 -0.27
H -4.0413 7.9031 6.2246 0.11 -0.05 0.02
H -1.4002 6.3819 6.4285 -0.06 0.06 -0.07
H -3.0603 5.7419 6.5171 0.12 0.15 -0.24
C 0.5550 -4.7703 -6.9620 -0.14 1.00 -0.53
C -0.4049 -5.4955 -6.0756 -1.00 0.34 0.41
O 0.0768 -6.8259 -6.0938 0.91 -0.12 -0.26
C 1.4018 -6.7638 -6.4163 1.59 -2.21 0.08
O 2.1702 -7.7092 -6.3566 -1.76 2.26 -0.11
O 1.7547 -5.5063 -6.8133 0.00 -0.81 0.37
H 0.6982 -3.7299 -6.6577 0.16 -0.20 -0.07
H 0.2532 -4.7952 -8.0143 0.02 -0.01 0.10
H -0.3837 -5.1257 -5.0451 0.01 -0.02 -0.07
H -1.4318 -5.4497 -6.4486 0.17 -0.19 0.10
C -5.1484 6.5580 12.1640 -1.01 -0.40 0.00
C -4.1129 6.4376 11.0934 -0.17 -0.52 -1.08
O -3.1698 7.4341 11.4393 0.04 0.37 0.91
C -3.3069 7.6626 12.7782 1.71 1.50 1.52
O -2.5393 8.3375 13.4438 -1.78 -1.56 -1.55
O -4.4137 7.0367 13.2748 0.84 0.41 -0.14
H -5.6211 5.5996 12.3958 0.10 0.21 0.14
H -5.9260 7.2872 11.9137 0.07 -0.05 0.01
H -3.6154 5.4620 11.1006 -0.04 0.06 0.02
H -4.5223 6.6204 10.0960 0.24 0.01 0.22
C 1.2379 4.3783 0.7050 -1.13 -0.18 0.08
C 1.8978 5.2134 -0.3439 -0.44 0.45 -1.01
O 3.0673 5.6812 0.3007 0.22 -0.65 0.86
C 3.3490 4.7974 1.3023 2.79 0.45 1.38
O 4.3813 4.7987 1.9519 -2.60 -0.13 -1.56
O 2.3255 3.9120 1.4813 0.59 0.06 0.01
H 0.6782 3.5409 0.2795 0.11 0.05 0.13
H 0.5707 4.9631 1.3467 0.04 -0.03 -0.08
H 2.1883 4.6281 -1.2227 -0.01 0.03 0.05
H 1.2710 6.0498 -0.6651 0.25 -0.07 0.08
```
Forces are in eV/Å.

Summary:
- Multiplicity: 1
- Gap between HOMO and LUMO: 0.25755 Eh
- Total charge: +1

(3)
The following is a DFT calculation (wB97M-V/def2-TZVPD) of C9H21BrIO2P2Zr as an isolated structure.

XYZ file:
```
37
Properties=species:S:1:pos:R:3:forces:R:3
C -3.7655 0.4270 -4.5004 -0.64 0.85 0.46
C -2.7046 0.0370 -3.6341 4.07 -3.56 0.09
H -3.7561 -0.1853 -5.4243 0.34 -0.10 0.32
H -3.6347 1.4965 -4.7603 -0.12 -0.23 0.08
H -4.7270 0.2841 -3.9674 0.19 0.12 -0.16
O -1.7762 -0.5015 -3.1854 -4.55 3.05 -1.55
I -2.6825 2.7900 0.5397 0.31 -0.66 -0.57
Zr -0.8461 0.8377 0.1088 -0.04 1.75 2.57
P -1.9642 -1.4268 0.7092 -0.70 -1.63 1.18
C -0.9229 -2.8701 1.0388 0.63 0.15 -0.23
C -2.6924 -1.0298 2.3201 -0.07 0.50 0.13
H -3.4834 -1.7676 2.5070 0.22 0.15 0.15
H -4.0318 -2.6408 0.3929 0.17 0.13 -0.15
H -3.1354 -0.0241 2.2926 0.01 -0.31 0.20
H -3.8422 -1.2765 -0.7639 -0.27 -0.28 0.11
H -0.1739 -2.6164 1.8038 -0.17 -0.14 -0.25
H -1.9151 -1.0661 3.0968 -0.32 -0.01 -0.18
C -3.3324 -2.1063 -0.2612 0.04 0.43 -0.67
H -1.5437 -3.6978 1.4030 0.05 0.19 -0.10
H -2.9325 -2.7920 -1.0151 -0.12 0.02 0.08
H -0.4133 -3.1653 0.1077 -0.14 -0.15 0.45
P 0.9839 1.8287 -1.4432 1.74 1.06 -0.60
C 2.6013 1.0212 -1.5371 -0.08 -0.62 0.29
C 0.6383 2.2830 -3.1604 -0.69 -0.37 -0.14
H 0.3801 3.8537 -0.2675 0.36 0.07 -0.06
H 1.7951 4.0617 -1.3448 0.02 -0.07 0.29
H 1.9780 3.2262 0.2570 -0.18 0.15 -0.28
C 1.3220 3.4004 -0.6078 -0.35 0.19 0.34
H -0.4338 2.4918 -3.2507 0.21 0.25 -0.24
H 1.2219 3.1673 -3.4434 -0.14 -0.21 0.08
H 3.2876 1.6372 -2.1308 -0.19 -0.07 0.08
H 2.4822 0.0328 -2.0088 0.32 0.35 0.11
H 0.8970 1.4435 -3.8136 0.00 0.15 0.00
H 3.0104 0.8985 -0.5233 -0.07 -0.03 -0.33
C -0.0619 -0.7660 -1.2425 2.94 -4.90 -3.37
O 0.4477 -1.6279 -1.8468 -2.28 3.92 2.79
Br 0.6184 0.8269 2.1020 -0.50 -0.15 -0.92
```
Forces are in eV/Å.

Summary:
- Multiplicity: 1
- Gap between HOMO and LUMO: 0.24922 Eh
- Total charge: +3

(4)
The following is a DFT calculation (wB97M-V/def2-TZVPD) of C43H26N12Tl as an isolated structure.

XYZ file:
```
82
Properties=species:S:1:pos:R:3:forces:R:3
Tl -0.2067 -0.3449 -0.5102 0.02 -0.18 0.25
C -4.0113 -4.5148 -4.1257 0.01 0.00 0.01
C -3.3767 -5.5301 -3.4063 -0.01 -0.01 0.00
C -2.4020 -5.2493 -2.4582 0.00 0.00 0.01
C -2.0812 -3.9200 -2.2494 0.11 -0.08 0.12
C -1.1031 -3.2836 -1.3462 -0.21 0.21 -0.26
N -0.2942 -3.8695 -0.5593 0.14 -0.09 0.14
C 0.6503 -3.2957 0.2566 -0.01 -0.08 -0.08
C 1.7102 -3.9816 0.8921 0.03 -0.10 0.02
C 2.0569 -5.3505 0.9209 -0.06 0.06 -0.03
C 3.1648 -5.7228 1.6220 0.09 0.04 0.07
C 3.9562 -4.7598 2.3086 -0.04 -0.08 -0.04
C 3.6436 -3.4324 2.2973 -0.02 0.07 -0.01
C 2.4949 -3.0110 1.5791 0.05 0.00 -0.01
C 1.8638 -1.7667 1.3501 0.00 0.03 -0.03
N 2.6806 0.5724 0.6798 -0.17 -0.15 -0.02
C 2.3112 1.9903 0.9074 0.31 0.11 -0.02
N 1.5035 1.9642 -0.1424 -0.12 0.15 -0.37
C 0.7014 3.0519 -0.2580 -0.04 -0.04 0.02
N -0.2597 3.3533 -1.1819 0.17 0.14 0.05
C -0.9676 2.5705 -1.8901 -0.17 -0.24 -0.11
N -1.0399 1.1470 -1.8870 0.08 -0.13 0.16
C -2.0236 0.7385 -2.7366 -0.08 0.14 -0.13
N -2.5031 -0.4550 -3.0292 -0.03 0.01 0.00
C -2.1360 -1.6329 -2.5262 0.00 -0.22 -0.06
N -1.2253 -1.8875 -1.5892 0.08 0.07 0.08
C -2.7144 -2.9089 -2.9676 0.00 0.14 -0.03
C -3.6859 -3.1833 -3.9156 -0.01 -0.01 -0.03
C -2.5971 1.9267 -3.3903 -0.01 -0.11 0.01
C -3.5929 2.0337 -4.3454 -0.01 0.01 -0.02
C -3.9283 3.3122 -4.7675 0.02 0.03 0.02
C -3.2836 4.4362 -4.2450 -0.01 -0.01 -0.01
C -2.2851 4.3180 -3.2871 -0.02 -0.01 -0.02
C -1.9609 3.0396 -2.8716 0.11 0.12 0.09
C 1.1286 3.8568 0.8424 -0.08 0.10 0.12
C 0.6923 5.1373 1.2451 -0.04 -0.08 -0.06
C 1.2067 5.6812 2.3862 0.05 -0.01 0.06
C 2.1697 4.9885 3.1675 -0.05 0.07 -0.01
C 2.6328 3.7559 2.8103 0.03 -0.05 -0.04
C 2.1220 3.1696 1.6325 -0.07 -0.09 0.01
N 0.7649 -1.9815 0.5784 -0.40 0.20 -0.18
H -4.7641 -4.7765 -4.8569 0.00 0.01 0.00
H -3.6514 -6.5592 -3.5966 0.00 0.00 0.00
H -1.9077 -6.0348 -1.9030 0.00 0.00 0.00
H 1.4495 -6.0757 0.3958 -0.01 0.02 -0.01
H 3.4561 -6.7640 1.6628 -0.01 0.00 0.00
H 4.8285 -5.0952 2.8543 0.00 -0.01 -0.01
H 4.2622 -2.7224 2.8265 -0.01 0.02 0.00
H -4.1639 -2.3861 -4.4683 0.00 0.00 0.01
H -4.0807 1.1541 -4.7418 0.00 0.00 0.01
H -4.6994 3.4466 -5.5140 0.00 -0.01 0.00
H -3.5693 5.4183 -4.5977 0.00 0.00 0.00
H -1.7792 5.1835 -2.8818 0.00 -0.01 0.00
H -0.0477 5.6610 0.6541 0.01 0.00 0.00
H 0.8741 6.6578 2.7107 0.00 0.00 0.00
H 2.5448 5.4563 4.0679 0.00 0.00 0.00
H 3.3710 3.2371 3.4066 0.00 -0.01 -0.01
N 4.4536 0.4629 -0.8917 0.03 0.03 -0.01
C 4.1129 0.3046 0.4090 -0.15 0.02 0.03
C 4.8755 0.0739 1.4826 0.03 -0.02 0.00
C 4.2873 0.0085 2.8128 0.02 0.01 0.02
C 2.9845 -0.1981 2.9924 0.01 0.02 -0.03
C 2.0953 -0.3776 1.8000 0.08 0.06 0.06
N 1.8201 0.6364 -0.5709 0.16 -0.02 0.27
H 5.3761 0.1852 -1.1773 0.01 0.00 0.01
H 3.7147 0.4449 -1.5752 0.00 -0.03 -0.01
H 5.9418 -0.0438 1.3518 0.00 0.00 0.01
H 4.9445 0.1046 3.6675 0.01 -0.01 -0.01
H 2.5355 -0.2826 3.9717 -0.01 -0.02 -0.01
H 1.1337 0.1184 1.9724 0.01 -0.01 0.02
N -2.7650 4.4099 3.3961 0.01 0.00 -0.01
C -2.6645 3.3000 3.1219 0.00 -0.02 0.01
C -2.5349 1.9099 2.7786 -0.03 0.03 0.00
C -3.1374 0.9121 3.5396 0.00 -0.01 0.02
C -2.9671 -0.4098 3.1652 0.01 0.01 -0.02
C -2.2026 -0.6927 2.0480 -0.02 -0.01 0.03
N -1.6379 0.2714 1.3141 0.26 0.04 -0.07
C -1.7922 1.5482 1.6640 -0.04 0.01 -0.03
H -3.7232 1.1747 4.4101 0.00 0.00 0.00
H -3.4145 -1.2136 3.7313 0.00 0.00 0.00
H -2.0232 -1.7125 1.7275 0.01 0.00 0.00
H -1.3114 2.3023 1.0495 -0.02 -0.02 0.03
```
Forces are in eV/Å.

Summary:
- Multiplicity: 1
- Energy above the lowest of the compared OMol25 structures with the same formula, charge and spin: 5.812 eV
- Gap between HOMO and LUMO: 0.19860 Eh
- Total charge: +1

Q: What is the formula in the second record?
A: C37H50ClN2O31

Q: What is the formula in the first record?
A: C6H13N2O5S2

Q: Which formula does entry 4 have?
A: C43H26N12Tl